No. 1
# C56H63AuGeN5SbSi3

A structure of composition C56H63AuGeN5SbSi3 (ωB97M-V/def2-TZVPD, the Open Molecules 2025 dataset).

Properties
- Calculated total energy: -5766.370662 Ha

```
! RIJCOSX wB97M-V def2-TZVPD def2/J DEFGRID3
* xyz 1 2
Au 0.557 0.742 -0.010
N -6.671 -3.974 6.898
C -5.921 -3.421 6.221
C -4.988 -2.744 5.397
C -3.951 -3.463 4.756
C -3.006 -2.824 4.022
C -2.938 -1.338 3.954
C -4.203 -0.694 4.412
C -5.131 -1.353 5.138
C -2.365 -0.697 2.690
C -2.836 -0.633 1.222
C -3.820 -1.607 0.703
C -3.531 -2.306 -0.420
C -2.209 -2.238 -0.953
N -1.192 -1.831 -0.203
C -0.273 0.158 2.868
C 0.499 -0.079 4.162
C 1.924 0.060 3.740
C 1.873 0.767 2.603
N 0.605 0.945 2.024
H -3.949 -4.542 4.819
H -2.328 -3.421 3.427
H -4.313 0.369 4.236
H -6.002 -0.836 5.517
H -4.784 -1.677 1.191
H -4.259 -2.939 -0.905
H -1.974 -2.620 -1.932
H 0.272 0.788 4.802
H 2.793 -0.096 4.355
H 2.701 1.286 2.156
C 0.719 -5.269 2.997
Sb -0.002 -4.064 1.352
C -1.478 -1.113 0.849
C -0.910 -1.169 2.238
C -1.682 0.448 3.432
C -1.744 -0.527 4.666
C -0.339 -1.213 4.794
C -0.116 -2.419 3.969
N -0.301 -2.397 2.689
Si -3.491 1.088 0.503
C -2.403 2.512 1.046
C -3.428 0.933 -1.356
C -5.248 1.255 1.110
C 0.236 -1.502 -2.827
C -0.213 -0.171 -2.940
C -0.861 0.251 -4.161
C -1.346 1.499 -4.369
C -1.230 2.453 -3.337
C -0.586 2.066 -2.210
N -0.065 0.821 -1.981
Si -0.758 -2.852 -3.702
C -0.804 -4.389 -2.609
C -2.591 -2.443 -4.009
C 0.002 -3.288 -5.372
Si 2.040 -1.934 -2.626
C 2.887 -1.167 -1.147
C 2.910 -1.289 -4.188
C 2.492 -3.757 -2.538
H -0.042 -5.440 3.759
H 1.612 -4.835 3.448
H 0.994 -6.233 2.572
H -2.067 1.452 3.568
H -2.035 -0.080 5.614
H -0.103 -1.420 5.835
H 0.342 -3.298 4.398
H -1.364 2.227 1.207
H -2.770 2.982 1.958
H -2.425 3.267 0.257
H -2.424 0.711 -1.718
H -3.734 1.880 -1.802
H -4.099 0.161 -1.731
H -5.332 1.131 2.190
H -5.900 0.519 0.637
H -5.638 2.242 0.859
H -0.891 -0.464 -4.967
H -1.796 1.760 -5.317
H -1.608 3.460 -3.430
H -0.459 2.779 -1.407
H -1.416 -4.239 -1.718
H 0.181 -4.688 -2.273
H -1.237 -5.225 -3.160
H -3.234 -3.021 -3.342
H -2.856 -2.733 -5.027
H -2.855 -1.395 -3.893
H 1.005 -3.701 -5.276
H 0.078 -2.404 -6.008
H -0.608 -4.023 -5.899
H 2.861 -0.085 -1.236
H 3.936 -1.462 -1.107
H 2.412 -1.451 -0.205
H 2.306 -0.553 -4.721
H 3.094 -2.110 -4.881
H 3.876 -0.835 -3.956
H 2.258 -4.197 -1.569
H 3.575 -3.813 -2.671
H 2.042 -4.374 -3.311
C 1.851 5.729 2.919
C 0.759 5.256 2.203
C 0.937 4.267 1.250
C 2.205 3.746 1.003
C 3.293 4.213 1.737
C 3.114 5.208 2.689
Ge 2.532 2.480 -0.431
C 4.384 1.827 -0.426
C 5.176 2.284 -1.481
C 6.508 1.908 -1.583
C 7.065 1.060 -0.642
C 6.287 0.595 0.409
C 4.959 0.970 0.516
C 2.181 3.277 -2.164
C 1.820 4.619 -2.240
C 1.672 5.230 -3.479
C 1.882 4.504 -4.640
C 2.244 3.164 -4.570
C 2.391 2.554 -3.337
H 1.715 6.505 3.660
H -0.227 5.659 2.390
H 0.080 3.898 0.698
H 4.282 3.808 1.563
H 3.963 5.575 3.249
H 4.761 2.946 -2.229
H 7.107 2.275 -2.406
H 8.099 0.756 -0.728
H 6.714 -0.074 1.144
H 4.381 0.561 1.328
H 1.664 5.196 -1.337
H 1.396 6.274 -3.534
H 1.768 4.982 -5.603
H 2.414 2.597 -5.476
H 2.672 1.510 -3.287
*
```

Löwdin population analysis, charges in e, atoms 1 to 6:
1. Au 1.022
2. N 0.176
3. C -0.184
4. C -0.202
5. C -0.015
6. C 0.027

---

No. 2
# C2H12NO2

A cluster of 3 separate species, C2H12NO2 in total (ωB97M-V/def2-TZVPD, the Open Molecules 2025 dataset).

Properties
- Energy relative to the best compared isomer or geometry (same formula, charge and spin): 21.95 kcal per mole

```
! RIJCOSX wB97M-V def2-TZVPD def2/J DEFGRID3
* xyz 0 2
C 0.752 -2.363 -0.243
C -0.246 -1.286 -0.055
N 0.053 -0.214 -1.180
H 0.480 -2.941 -1.121
H 1.782 -2.014 -0.112
H 0.962 -2.927 0.722
H -1.344 -1.335 -0.072
H -0.027 -0.628 0.819
H 0.247 -0.860 -1.970
H 0.916 0.246 -0.852
H -0.655 0.483 -1.492
H -0.037 2.670 0.560
H 1.497 2.349 0.644
O 0.781 2.606 0.044
H -1.696 1.817 2.194
H -1.892 2.614 0.870
O -1.574 1.784 1.244
*
```

Löwdin population analysis, charges in e, atoms 1 to 6:
1. C -0.181
2. C -0.317
3. N 0.043
4. H 0.067
5. H 0.066
6. H 0.098

---

No. 3
# C3H3Li2O3Rh

A structure of composition C3H3Li2O3Rh (ωB97M-V/def2-TZVPD, the Open Molecules 2025 dataset).

Properties
- Energy relative to the best compared isomer or geometry (same formula, charge and spin): 11.57 kcal per mole

```
! RIJCOSX wB97M-V def2-TZVPD def2/J DEFGRID3
* xyz 2 5
O 1.957 -0.610 0.325
Li 2.168 -1.074 2.069
C 0.783 -0.308 -0.049
O 0.607 0.959 -0.556
C -0.273 0.930 -1.749
H 0.369 0.721 -2.619
H -0.649 1.958 -1.863
Rh -1.510 -0.545 -0.921
C -0.407 -0.856 1.281
O -1.641 -0.417 1.031
Li -1.033 1.206 1.708
H -0.372 -1.963 1.342
*
```

Löwdin population analysis, charges in e, atoms 1 to 6:
1. O -0.043
2. Li 0.865
3. C -0.404
4. O -0.099
5. C -0.119
6. H 0.101

---

No. 4
# C22H57BBrFO9P

A cluster of 6 separate species, C22H57BBrFO9P in total (ωB97M-V/def2-TZVPD, the Open Molecules 2025 dataset).

Properties
- Calculated total energy: -4589.721329 Ha

```
! RIJCOSX wB97M-V def2-TZVPD def2/J DEFGRID3
* xyz -1 1
C 0.656 4.091 -3.518
C 1.361 3.001 -2.643
O 2.205 3.688 -1.735
C 3.507 3.145 -1.691
C 3.586 1.659 -1.199
O 2.481 1.226 -0.441
C 2.320 1.984 0.749
C 3.585 2.102 1.652
O 4.000 3.473 1.604
C 5.439 3.549 1.447
B 5.933 5.111 1.519
F 5.064 5.998 0.763
P 7.793 5.318 0.900
O 7.646 6.209 -0.551
Br 8.643 3.228 0.445
H 0.461 5.001 -2.927
H 1.332 4.323 -4.359
H -0.311 3.720 -3.898
H 1.866 2.229 -3.245
H 0.554 2.521 -2.052
H 4.208 3.765 -1.106
H 3.902 3.155 -2.736
H 4.569 1.495 -0.711
H 3.607 1.017 -2.103
H 1.934 3.008 0.585
H 1.540 1.465 1.348
H 3.262 1.927 2.700
H 4.430 1.467 1.351
H 5.697 3.072 0.468
H 5.873 2.980 2.303
H 5.876 5.449 2.675
H 7.578 5.610 -1.298
C -1.891 0.497 1.319
C -1.729 -0.628 0.309
C -0.955 -1.796 0.900
O -1.049 -0.140 -0.848
H -0.916 0.882 1.627
H -2.439 1.332 0.880
H -2.427 0.156 2.208
H -2.713 -0.970 -0.021
H 0.051 -1.483 1.195
H -0.838 -2.592 0.162
H -1.463 -2.205 1.777
H -0.176 0.168 -0.575
C 5.049 -3.319 2.574
C 4.304 -2.037 2.232
C 4.030 -1.935 0.739
O 5.066 -0.911 2.657
H 6.019 -3.348 2.070
H 5.245 -3.374 3.647
H 4.476 -4.201 2.278
H 3.360 -2.005 2.780
H 4.968 -1.919 0.175
H 3.502 -1.007 0.507
H 3.427 -2.776 0.388
H 5.903 -0.921 2.183
C -0.846 2.881 5.914
C -0.710 1.753 4.903
C 0.058 0.577 5.486
O -0.042 2.231 3.739
H 0.138 3.257 6.209
H -1.391 3.721 5.480
H -1.374 2.548 6.810
H -1.701 1.423 4.586
H 1.072 0.877 5.767
H 0.155 -0.221 4.747
H -0.443 0.176 6.370
H 0.836 2.525 4.005
C -6.532 -4.060 -1.052
C -6.267 -2.732 -0.360
C -5.533 -1.770 -1.280
O -5.495 -2.949 0.822
H -5.592 -4.543 -1.337
H -7.051 -4.746 -0.379
H -7.136 -3.924 -1.949
H -7.213 -2.288 -0.044
H -4.561 -2.178 -1.571
H -5.341 -0.823 -0.771
H -6.110 -1.569 -2.185
H -4.657 -3.339 0.558
C -6.606 -3.985 -6.736
C -6.593 -4.755 -5.425
C -7.276 -6.106 -5.569
O -7.250 -3.991 -4.414
H -7.632 -3.792 -7.062
H -6.121 -3.015 -6.615
H -6.090 -4.538 -7.524
H -5.563 -4.898 -5.093
H -8.324 -5.982 -5.857
H -7.266 -6.644 -4.619
H -6.780 -6.721 -6.323
H -8.161 -3.856 -4.691
*
```

Löwdin population analysis, charges in e, atoms 1 to 6:
1. C -0.071
2. C -0.263
3. O -0.153
4. C -0.171
5. C -0.197
6. O -0.161

---

No. 5
# C4H5NO

An isolated molecule of C4H5NO (ωB97M-V/def2-TZVPD, the Open Molecules 2025 dataset).

Properties
- Energy relative to the best compared isomer or geometry (same formula, charge and spin): 128.66 kcal per mole

```
! RIJCOSX wB97M-V def2-TZVPD def2/J DEFGRID3
* xyz 0 1
O -1.378 -1.476 1.269
C -0.795 -0.672 0.554
C -1.533 0.515 0.361
C 0.597 0.452 -0.992
N 1.518 0.184 0.061
C 0.474 -0.812 -0.235
H -0.355 1.065 -0.847
H -1.519 1.237 1.174
H 0.957 0.574 -1.999
H 1.364 0.714 0.911
H 0.816 -1.785 -0.573
*
```

Löwdin population analysis, charges in e, atoms 1 to 6:
1. O 0.082
2. C -0.542
3. C 0.243
4. C -0.154
5. N 0.054
6. C -0.197

---

No. 6
# C26H46As2CaN2O3SSi2

A structure of composition C26H46As2CaN2O3SSi2 (ωB97M-V/def2-TZVPD, the Open Molecules 2025 dataset).

Properties
- Energy relative to the best compared isomer or geometry (same formula, charge and spin): 86.19 kcal per mole

```
! RIJCOSX wB97M-V def2-TZVPD def2/J DEFGRID3
* xyz -2 1
Ca -0.560 -0.079 0.020
C -2.831 0.454 1.818
C -3.326 1.064 0.403
N -2.289 1.312 -0.552
C -2.424 0.660 -1.877
C -2.738 -0.891 -1.961
S -1.684 -2.156 -1.048
C -2.814 -2.467 0.414
C -2.304 -2.000 1.809
N -1.806 -0.599 1.808
H -2.406 1.263 2.363
H -3.713 0.132 2.408
H -4.068 0.372 -0.023
H -3.891 1.986 0.577
H -1.944 2.248 -0.690
H -3.184 1.198 -2.472
H -1.344 0.868 -2.484
H -3.789 -1.043 -1.692
H -2.644 -1.165 -3.011
H -3.780 -2.008 0.210
H -2.974 -3.548 0.454
H -3.087 -2.151 2.576
H -1.516 -2.636 2.119
H -1.085 -0.401 2.587
C -0.329 -4.279 2.514
As 0.284 -2.750 1.313
C 2.087 -2.820 2.097
C 0.809 -3.865 -0.305
C 0.392 -5.188 -0.416
C 0.737 -5.967 -1.515
C 1.518 -5.426 -2.521
C 1.946 -4.107 -2.423
C 1.604 -3.308 -1.339
As 2.244 -1.397 -1.219
C 4.175 -1.719 -1.606
C 1.978 -0.920 -3.078
H 0.407 -5.084 2.519
H -1.295 -4.675 2.191
H -0.433 -3.885 3.527
H 2.467 -3.845 2.091
H 2.034 -2.450 3.120
H 2.744 -2.172 1.523
H -0.223 -5.637 0.357
H 0.397 -6.996 -1.580
H 1.795 -6.027 -3.380
H 2.557 -3.699 -3.220
H 4.283 -2.306 -2.519
H 4.653 -2.250 -0.780
H 4.667 -0.757 -1.737
H 2.443 -1.620 -3.778
H 2.429 0.058 -3.218
H 0.909 -0.852 -3.229
C -2.922 3.530 1.536
Si -1.059 2.824 1.685
C -0.915 2.530 3.614
C 0.154 4.215 1.162
C 0.094 5.486 1.754
C 0.963 6.506 1.394
C 1.924 6.266 0.426
C 2.004 5.013 -0.165
C 1.136 3.962 0.175
Si 1.395 2.250 -0.745
C 3.200 1.720 -0.459
C 1.319 2.622 -2.630
H -3.035 4.449 2.144
H -3.691 2.749 1.968
H -3.108 3.780 0.490
H -1.071 3.459 4.186
H 0.106 2.180 3.780
H -1.609 1.787 4.012
H -0.655 5.686 2.516
H 0.893 7.482 1.866
H 2.614 7.053 0.134
H 2.770 4.845 -0.919
H 3.898 2.520 -0.757
H 3.454 0.827 -1.017
H 3.316 1.520 0.608
H 2.035 3.418 -2.895
H 0.314 2.977 -2.872
H 1.517 1.759 -3.253
O -0.564 0.024 -2.428
O -0.557 0.004 -3.887
O 1.002 0.086 1.430
*
```

Löwdin population analysis, charges in e, atoms 1 to 6:
1. Ca 0.808
2. C -0.255
3. C -0.247
4. N -0.226
5. C -0.263
6. C -0.384